# 1
# C15H12N2O2S

C15H12N2O2S in the gas phase (the ωB97M-V functional and the def2-TZVPD basis, the Open Molecules 2025 dataset).

```
32
Properties=species:S:1:pos:R:3:forces:R:3:lowdin_charge:R:1
O -0.3405 -0.7031 1.8698 0.0 0.1 -0.2 -0.26
S -1.0626 -1.3477 0.8189 0.0 -0.4 -0.1 0.69
O -1.5582 -2.6770 1.0558 -0.2 0.1 -0.3 -0.30
N -0.0859 -1.4700 -0.5779 -0.9 0.1 0.4 -0.04
C 1.2840 -1.2323 -0.4890 0.8 0.0 0.2 -0.24
C 2.2040 -2.2085 -0.8007 -0.5 0.2 0.0 -0.01
C 3.5781 -1.9810 -0.6664 0.3 0.2 0.1 -0.07
C 4.0422 -0.7878 -0.1866 0.1 -0.2 -0.1 -0.04
C 3.1369 0.2446 0.1244 -0.4 -0.1 -0.1 -0.15
C 3.5510 1.5019 0.6134 -0.2 0.2 0.1 -0.01
C 2.6185 2.4725 0.8527 0.4 -0.2 0.0 -0.04
C 1.2738 2.1893 0.5604 -0.1 0.0 -0.1 -0.12
N 0.8521 1.0375 0.1199 -0.1 0.2 0.0 0.09
C 1.7410 0.0455 -0.0653 0.8 0.0 -0.1 -0.17
C -2.4301 -0.3470 0.2463 0.4 -0.3 0.1 -0.27
C -2.1847 0.8969 -0.2992 -0.1 0.3 -0.1 -0.06
C -3.2571 1.6573 -0.7374 0.1 -0.1 0.0 -0.07
C -4.5493 1.1673 -0.6238 -0.1 0.0 0.0 -0.08
C -4.7783 -0.0852 -0.0763 0.0 0.0 0.0 -0.07
C -3.7102 -0.8518 0.3619 0.0 -0.2 0.1 -0.06
H -0.2999 -2.3600 -1.0083 -0.1 0.0 0.0 0.11
H 1.8556 -3.1731 -1.1424 -0.1 -0.1 0.0 0.11
H 4.2669 -2.7729 -0.9206 0.1 0.0 0.0 0.11
H 5.0994 -0.6178 -0.0446 0.1 0.0 0.0 0.11
H 4.6037 1.6770 0.7887 0.1 0.0 0.0 0.12
H 2.8967 3.4420 1.2365 0.0 0.1 0.0 0.10
H 0.5152 2.9518 0.6896 0.0 0.1 0.0 0.11
H -1.1612 1.2323 -0.3647 0.0 0.1 -0.1 0.08
H -3.0858 2.6324 -1.1681 0.0 0.1 0.0 0.10
H -5.3827 1.7638 -0.9649 -0.1 0.0 0.0 0.10
H -5.7854 -0.4642 0.0090 -0.1 0.0 0.0 0.11
H -3.8473 -1.8325 0.7887 -0.1 -0.1 0.0 0.11
```
Positions in Å, forces in eV/Å.

Structure (SMILES) = O=S(=O)(Nc1cccc2cccnc12)c1ccccc1
Spin multiplicity = 1
LUMO level = 0.1 eV

# 2
# C4H12

2 unconnected molecules or ions with the total composition C4H12 at a distorted geometry (the ωB97M-V functional and the def2-TZVPD basis, the Open Molecules 2025 dataset).

```
16
Properties=species:S:1:pos:R:3:forces:R:3:lowdin_charge:R:1
C -0.6001 -0.7118 1.6239 1.0 -0.1 0.0 -0.17
C -0.5102 0.5527 2.4764 -0.5 0.0 1.0 -0.17
H -1.1295 -1.5046 2.1260 -0.4 -0.2 0.2 0.05
H -1.0535 -0.5623 0.6496 -0.1 0.1 0.0 0.05
H 0.4024 -1.1146 1.4513 -0.1 0.0 -0.2 0.06
H 0.4578 0.7763 2.9197 0.4 -0.1 -0.5 0.06
H -1.0986 0.4295 3.3942 -0.4 0.1 -0.3 0.06
H -0.8597 1.4461 1.9678 0.0 0.1 -0.1 0.06
C 0.6688 -0.5135 -1.6520 0.7 -0.8 -0.5 -0.18
C 0.4186 0.7066 -2.5479 -0.3 0.0 1.3 -0.16
H -0.2040 -1.1483 -1.5011 -0.2 0.4 0.2 0.06
H 1.3930 -1.2116 -2.0921 0.0 0.2 -0.2 0.06
H 1.1049 -0.2522 -0.6904 -0.2 0.1 0.1 0.05
H 0.1557 1.5302 -1.8785 0.0 0.2 -0.2 0.06
H -0.4611 0.5633 -3.1695 0.3 0.0 -0.5 0.06
H 1.3155 1.0141 -3.0773 -0.1 -0.1 -0.3 0.06
```
Positions in Å, forces in eV/Å.

Structure (SMILES) = CC.CC
Spin multiplicity = 1
LUMO level = 1.2 eV

# 3
# C3H5NO3

C3H5NO3 in the gas phase at a distorted geometry (the ωB97M-V functional and the def2-TZVPD basis, the Open Molecules 2025 dataset).

```
12
Properties=species:S:1:pos:R:3:forces:R:3:lowdin_charge:R:1
O -2.0919 -0.5158 0.7662 -1.8 -0.7 0.2 0.18
C -0.9466 -0.4829 0.6296 3.2 3.4 -0.2 -0.32
C 0.3268 -1.3141 0.5635 0.4 0.4 0.2 -0.08
C 1.1498 -0.0558 0.1739 3.3 0.4 0.0 -0.16
N -0.0306 0.8646 0.3838 -1.2 -3.3 -0.3 -0.09
O -0.3932 1.8922 -0.3808 0.5 0.4 0.2 -0.10
O -0.9073 1.5242 -1.7412 3.7 -1.6 0.0 0.01
H 0.6550 -1.8791 1.4797 -0.6 0.5 -1.0 0.13
H 0.2151 -1.9204 -0.3368 0.1 -0.5 0.3 0.12
H 2.0531 0.2305 0.9271 -2.2 -0.7 -1.6 0.14
H 1.7124 -0.1880 -0.8680 -1.8 0.7 1.9 0.14
H -1.7427 1.8447 -1.5969 -3.6 1.2 0.3 0.03
```
Positions in Å, forces in eV/Å.

Structure (SMILES) = O=C1CCN1OO
Spin multiplicity = 1
LUMO level = 0.8 eV

# 4
# C11H18O2

C11H18O2 in the gas phase at a distorted geometry (the ωB97M-V functional and the def2-TZVPD basis, the Open Molecules 2025 dataset).

```
31
Properties=species:S:1:pos:R:3:forces:R:3:lowdin_charge:R:1
C -2.9379 -2.4039 0.4397 0.0 -1.9 0.3 0.11
C -2.4644 -1.4178 -0.0750 0.5 1.4 -0.6 -0.11
C 0.8191 -1.4297 -0.6847 -0.7 3.1 2.0 -0.07
C -1.9665 -0.1784 -0.5541 0.0 -0.6 1.5 -0.25
C 1.0332 -0.3948 0.4415 -1.5 1.1 -1.5 -0.49
C -1.3511 0.8333 0.4591 1.4 -1.5 -1.6 -0.46
C 1.1981 -1.2408 -2.0429 1.0 -0.9 -2.0 -0.12
C 1.9604 0.7347 -0.0506 1.6 -1.9 1.5 -0.01
C 1.5092 -1.1817 1.5958 -0.1 -1.3 -0.5 -0.03
C -2.3119 1.0131 1.6339 -1.0 1.3 -3.2 0.02
C -0.9583 2.1347 -0.2675 -3.0 1.1 -0.5 -0.03
O -0.1822 0.1899 1.0602 -0.7 0.3 0.1 -0.10
O -2.3932 0.3458 -1.7071 -0.1 0.7 -1.0 0.07
H -3.0589 -3.4562 0.7388 -0.1 1.3 -0.2 0.05
H 0.4022 -2.3072 -0.3666 -1.1 -2.2 0.7 0.07
H 1.2441 -2.2660 -2.5130 0.0 1.1 0.1 0.10
H 2.2266 -0.8297 -2.0162 -0.5 -0.1 -0.8 0.07
H 0.5458 -0.5959 -2.6774 0.4 -0.2 0.4 0.09
H 2.4005 1.2413 0.8009 0.2 -0.1 0.5 0.09
H 1.4953 1.5246 -0.5447 -0.9 0.8 -1.5 0.04
H 2.8051 0.2576 -0.6101 -0.7 0.8 0.3 0.09
H 2.3348 -1.7268 1.2435 1.8 -0.6 0.1 0.08
H 0.8078 -1.9632 1.7827 -0.9 -0.6 0.0 0.08
H 1.6201 -0.7662 2.5458 0.6 1.5 1.2 0.08
H -1.6196 1.2797 2.3386 1.0 1.1 2.6 0.06
H -2.8012 0.0957 1.8618 -0.4 -0.5 0.3 0.06
H -3.0321 1.8318 1.2985 0.8 -1.1 1.0 0.12
H -0.4559 1.9457 -1.1897 0.2 -0.3 -0.7 0.06
H -0.3647 2.8729 0.2283 0.5 -0.1 1.1 0.08
H -1.9263 2.7515 -0.5276 1.6 -1.4 0.3 0.12
H -3.0112 -0.1895 -2.2168 0.1 -0.4 0.4 0.13
```
Positions in Å, forces in eV/Å.

Spin multiplicity = 1
LUMO level (spin up / spin down) = 0.4 / 0.7 eV

# 5
# C5H25NO8

7 unconnected molecules or ions with the total composition C5H25NO8 at a distorted geometry (the ωB97M-V functional and the def2-TZVPD basis, the Open Molecules 2025 dataset).

```
39
Properties=species:S:1:pos:R:3:forces:R:3:lowdin_charge:R:1
C -3.4943 0.4947 -0.4897 -0.3 0.1 2.8 -0.05
C -1.9717 0.3680 -0.2214 -0.2 -0.8 -1.6 -0.40
C -1.2462 0.1531 -1.6082 -0.6 0.6 2.7 -0.13
C -1.0327 -1.3059 -1.7813 2.3 -2.5 -1.4 -0.24
O 0.0493 -1.8192 -0.9355 -0.7 0.5 0.4 -0.10
N -1.3157 1.4029 0.5432 0.0 -0.4 -0.4 -0.02
C -1.9971 1.7414 1.7684 1.2 -0.9 0.3 -0.28
O -2.2198 0.5280 2.4322 -0.9 -0.3 0.7 -0.05
H -3.8876 1.5072 -0.3155 0.2 0.0 -1.1 0.08
H -3.9035 -0.0782 -1.3155 0.2 0.4 -0.4 0.08
H -3.9338 0.0262 0.4065 -0.2 -0.2 -0.3 0.08
H -1.9028 -0.5351 0.3817 0.3 -0.2 -0.1 0.11
H -0.2682 0.6392 -1.4939 -0.1 -0.1 -0.6 0.11
H -1.9240 0.6728 -2.2687 0.4 -0.2 -1.0 0.11
H -1.8380 -2.0503 -1.7805 -0.6 0.8 0.6 0.13
H -0.5444 -1.6145 -2.7224 -0.5 0.9 -0.4 0.11
H -0.2071 -1.8064 0.0004 0.0 0.1 -0.2 0.07
H -0.9221 2.1197 -0.0358 -0.2 0.7 0.1 0.12
H -2.9766 2.1896 1.6621 -0.1 0.4 0.0 0.12
H -1.2711 2.2977 2.3599 -0.4 0.9 -0.1 0.11
H -1.3970 0.1747 2.7941 -0.1 -0.1 -0.1 0.05
O 3.6311 -2.3763 -0.5080 0.2 -1.4 0.5 -0.07
H 3.7686 -1.8620 -1.3058 -0.1 0.2 -0.7 0.00
H 3.6068 -3.3246 -0.7670 0.0 1.1 0.3 0.08
O 0.4233 1.4265 4.5368 -0.4 -1.1 -0.8 -0.10
H 0.5020 0.5608 4.0223 0.1 1.5 0.8 0.02
H -0.3811 1.7819 4.1259 0.3 0.1 0.5 0.00
O 0.4417 -0.2923 2.5062 2.0 -1.2 0.1 -0.10
H 0.2220 0.3932 1.8702 0.3 0.3 -0.7 0.03
H 1.4510 -0.4728 2.4218 -1.9 0.5 -0.3 0.08
O 2.8539 -0.8488 -2.5892 0.0 -0.1 0.4 -0.08
H 2.0384 -1.2563 -2.2635 0.0 0.0 0.1 0.04
H 2.7828 0.0921 -2.3279 -0.1 -0.6 -0.2 0.04
O 2.4762 1.4059 -3.5194 -0.2 1.1 -0.1 -0.05
H 2.5536 0.6514 -4.1007 0.0 -0.4 -0.3 0.04
H 1.7617 1.9408 -3.8787 0.1 0.1 0.0 0.06
O 3.1872 -0.6179 1.6168 -0.7 -0.4 -1.9 -0.07
H 3.1462 -1.0692 0.7076 -0.1 0.7 1.6 0.05
H 3.7392 -1.2382 2.0726 0.6 -0.4 0.6 0.03
```
Positions in Å, forces in eV/Å.

Structure (SMILES) = C[C@@H](CCO)NCO.O.O.O.O.O.O
Spin multiplicity = 1
LUMO level = 0.3 eV

# 6
# C3H11N3S

2 unconnected molecules or ions with the total composition C3H11N3S at a distorted geometry (the ωB97M-V functional and the def2-TZVPD basis, the Open Molecules 2025 dataset).

```
18
Properties=species:S:1:pos:R:3:forces:R:3:lowdin_charge:R:1
N 2.6614 1.2313 -0.6053 0.0 -0.3 0.5 0.13
C 1.5440 1.1217 0.1242 -0.4 0.3 -0.5 -0.36
N 1.3423 0.3597 1.1649 0.5 0.9 -0.4 0.13
H 3.3767 0.5465 -0.4330 0.1 -0.2 -0.2 0.11
H 2.5207 1.4545 -1.5784 0.0 0.2 0.0 0.10
H 0.7746 1.8371 -0.1187 -0.1 -0.1 -0.1 0.09
H 0.2814 0.3487 1.3939 0.6 -0.8 0.6 0.07
H 2.0790 -0.3024 1.3839 -0.7 -0.2 0.2 0.13
C -1.3664 -1.1624 0.3473 0.5 0.3 0.7 -0.35
C -1.5612 -0.9572 -1.1385 -0.7 -0.3 0.0 -0.71
S -0.2176 0.0187 -1.8786 -0.1 0.2 0.1 0.32
N -1.3094 0.1492 1.0647 0.3 0.3 -0.8 -0.06
H -0.4094 -1.6795 0.4893 -0.1 0.0 0.1 0.09
H -2.1295 -1.7280 0.8866 -0.1 -0.3 -0.5 0.10
H -2.5656 -0.5187 -1.2493 0.3 0.2 -0.3 0.06
H -1.6233 -1.9232 -1.6416 0.1 -0.1 0.1 0.04
H -2.2061 0.3567 1.4723 -0.1 0.0 0.3 0.08
H -1.1915 0.8471 0.3165 -0.1 -0.2 0.0 0.03
```
Positions in Å, forces in eV/Å.

Spin multiplicity = 1
LUMO level = 0.6 eV